[1]
9
Properties=species:S:1:pos:R:3 method="wB97M-V/def2-TZVPD" de_lowest_kcal_mol=49.7 smiles="O=BO.O=CO" max_force_ha_per_bohr=0.103 homo_lumo_gap_ev=10.859 e_lumo_ha=0.0034
B -1.74120 0.15805 -0.09738
C 1.37688 0.38890 0.25844
O 1.67865 0.01988 1.35133
O -2.17488 -0.93047 0.52178
O 1.50758 -0.46757 -0.72934
O -1.29483 1.10768 -0.66133
H 1.09577 1.39304 -0.01938
H -1.62283 -1.40827 1.02764
H 1.17486 -0.26125 -1.65174


[2]
67
Properties=species:S:1:pos:R:3 method="wB97M-V/def2-TZVPD" de_lowest_kcal_mol=46.7 smiles="COc1ccc(CCNC(=O)[C@@H](C)n2nc(C)c3c(C)n(-c4ccc(C)cc4)nc3c2=O)c(OC)c1" max_force_ha_per_bohr=0.025 homo_lumo_gap_ev=8.277 e_lumo_ha=0.0150
C -1.84117 -2.27847 1.21864
H -1.42262 -3.23194 1.55474
O -1.43640 -1.97948 -0.09931
C -0.10104 -1.88242 -0.36218
C 0.89928 -1.99832 0.59337
C 2.24137 -1.93175 0.22811
C 2.59954 -1.72960 -1.11451
C 1.58066 -1.58189 -2.04253
C 0.24815 -1.65767 -1.69045
H -0.53191 -1.56463 -2.42909
H 1.83931 -1.41765 -3.07919
C 4.03450 -1.72223 -1.58001
H 4.41740 -2.74610 -1.56328
H 4.04535 -1.38295 -2.61863
C 4.99489 -0.85146 -0.75572
N 4.35773 0.35727 -0.29408
C 4.35655 0.70493 1.00292
O 5.08801 0.22705 1.84354
C 3.37073 1.83662 1.34432
N 2.07418 1.64378 0.70921
N 2.05519 1.86703 -0.61546
C 0.97660 1.76532 -1.31708
C -0.24865 1.41589 -0.67863
C -1.57731 1.22383 -1.04654
N -2.21989 0.86533 0.09064
N -1.42324 0.82337 1.15564
C -0.21753 1.14178 0.71605
C 1.01281 1.20280 1.48121
O 1.15639 0.90763 2.65429
C -3.57523 0.53323 0.26032
C -4.23285 -0.29700 -0.63770
C -5.56111 -0.61662 -0.42300
C -6.24773 -0.13109 0.68273
C -5.56521 0.67661 1.58733
C -4.24072 1.00739 1.38509
H -3.70394 1.62152 2.09080
H -6.08017 1.04855 2.46079
C -7.69127 -0.46180 0.90241
H -7.87799 -0.69245 1.94907
H -7.99507 -1.30965 0.29393
H -8.31396 0.39191 0.63375
H -6.06796 -1.26490 -1.12296
H -3.69994 -0.72259 -1.47222
C -2.25319 1.42291 -2.35221
H -1.80283 2.26252 -2.87663
H -3.31341 1.62253 -2.20923
H -2.14863 0.53955 -2.98290
C 1.08777 2.01246 -2.78525
H 0.68573 1.16517 -3.33644
H 0.52662 2.90371 -3.06297
H 2.13043 2.15920 -3.05194
C 3.97445 3.18470 0.95969
H 4.93765 3.29711 1.44939
H 3.32053 3.99482 1.27559
H 4.11188 3.24213 -0.11701
H 3.19254 1.79210 2.42369
H 3.68152 0.80314 -0.90405
H 5.86889 -0.60293 -1.37008
H 5.33573 -1.37869 0.13713
O 3.25461 -2.07748 1.11405
C 2.97743 -2.05095 2.49791
H 3.94931 -1.96247 2.97993
H 2.48467 -2.97340 2.82305
H 2.36680 -1.18650 2.77214
H 0.64189 -2.14575 1.62777
H -1.55884 -1.48012 1.91160
H -2.92731 -2.35292 1.18048


[3]
74
Properties=species:S:1:pos:R:3 method="wB97M-V/def2-TZVPD" de_lowest_kcal_mol=45.3 max_force_ha_per_bohr=0.073 homo_lumo_gap_ev=2.156 e_lumo_ha=-0.1561
F -3.10276 4.28913 -3.55849
C -3.00201 2.93239 -3.34873
C -4.14492 2.15472 -3.53741
C -4.00640 0.78170 -3.32107
F -5.10520 -0.02088 -3.52513
C -2.80442 0.19011 -2.96584
C -1.62551 0.98688 -2.92251
C -0.33817 0.36286 -2.86651
C 0.84661 0.96628 -3.31505
C 2.06967 0.29021 -3.41537
C 3.34736 0.90025 -3.60938
C 4.53311 0.11369 -3.74517
C 5.76667 0.74100 -3.83603
F 6.90407 -0.03405 -3.91195
C 5.92638 2.12858 -3.82665
C 4.75062 2.87702 -3.75444
F 4.86075 4.24968 -3.76676
C 3.48611 2.31392 -3.64528
C -1.76396 2.39965 -3.01343
H -5.09375 2.59367 -3.83409
H -2.73819 -0.88366 -2.78904
H -0.33098 -0.71233 -2.68335
H 0.78126 1.99667 -3.67426
H 2.06003 -0.80441 -3.35998
H 4.46352 -0.97337 -3.74244
H 6.90385 2.59577 -3.88523
H 2.60579 2.94895 -3.54534
H -0.90246 3.04830 -2.86223
C -1.01513 -3.13226 6.97235
C -0.61126 -2.24627 5.85934
C 0.05083 -1.03274 5.91283
C 0.19805 -0.40752 4.62072
C -0.40949 -1.13554 3.61588
B -0.37078 -0.85840 2.01220
C -1.69564 0.07624 1.65374
C -1.59104 1.45806 1.63363
C -2.72183 2.24990 1.36469
C -3.93516 1.63057 1.10937
C -5.16663 2.44080 0.77205
F -5.68005 2.07107 -0.45081
F -6.17259 2.25075 1.68371
F -4.93152 3.77670 0.70388
C -4.05386 0.24951 1.14665
C -2.92290 -0.53005 1.42394
O 0.90666 -0.19939 1.89578
C 1.55476 -0.90283 0.86140
C 1.14283 -0.27865 -0.44905
C 3.06701 -0.76231 0.98875
C 0.92804 -2.39159 0.98574
C 0.89142 -3.22801 -0.29075
C 1.64914 -3.17075 2.07290
O -0.41236 -2.13011 1.36123
S -1.09024 -2.60797 4.22920
H -0.61652 -2.73946 7.90864
H -2.10988 -3.17024 7.03088
H -0.64290 -4.14936 6.81771
H 0.42643 -0.59136 6.83705
H 0.72430 0.52861 4.47872
H -0.64067 1.94145 1.84357
H -2.63876 3.33270 1.35117
H -5.01379 -0.22526 0.96224
H -3.02492 -1.61135 1.47372
H 1.73197 -0.68590 -1.27791
H 0.07930 -0.45349 -0.66027
H 1.29782 0.80610 -0.42058
H 3.56836 -1.24138 0.13440
H 3.32268 0.30384 0.97683
H 3.44705 -1.19667 1.91730
H 1.91014 -3.36179 -0.67645
H 0.47865 -4.21667 -0.05595
H 0.25381 -2.77803 -1.06061
H 2.63683 -3.46406 1.69034
H 1.76988 -2.57090 2.98433
H 1.08489 -4.07877 2.31669


[4]
17
Properties=species:S:1:pos:R:3 method="wB97M-V/def2-TZVPD" de_lowest_kcal_mol=9.0 max_force_ha_per_bohr=0.074 homo_lumo_gap_ev="5.899 / 5.900" total_charge=-1 e_lumo_ha="0.1133 / 0.1133"
C 1.39028 -0.18516 0.81707
C 0.11894 -0.66693 0.99122
C 0.71131 -0.51336 -1.37269
C 1.86018 -0.10471 -0.63478
C 3.12001 0.39888 -0.75955
N -3.20798 -0.24345 0.80563
O -1.58729 1.85902 0.39785
O -3.05662 0.82807 -1.49343
P -2.25148 0.62399 -0.25142
S -0.69373 -1.07338 -0.45365
H 2.10616 0.18170 1.62646
H -0.44184 -0.80863 1.92073
H 0.67347 -0.80106 -2.45818
H 3.81700 0.62556 0.08026
H 3.60601 0.81482 -1.66360
H -2.95046 0.28975 1.65103
H -3.21397 -1.22512 0.79704


[5]
25
Properties=species:S:1:pos:R:3 method="wB97M-V/def2-TZVPD" de_lowest_kcal_mol=59.7 max_force_ha_per_bohr=0.128 homo_lumo_gap_ev=10.400 total_charge=+1 e_lumo_ha=-0.1504
C 0.26274 1.27753 1.10619
C 0.34736 2.41079 0.22067
C 0.04896 1.82023 -1.17613
C -0.96786 0.68838 -0.85045
C -1.35531 -0.57321 1.41999
C 0.52839 -1.99729 -0.85295
C 0.99345 -1.20744 0.42086
N -0.51741 0.22226 0.42472
O 0.64220 1.22611 2.23202
O -0.80761 -2.48614 -0.73753
O 2.16343 -0.66807 0.17908
H -0.47958 3.03979 0.29689
H 1.38496 2.82820 0.23423
H -0.25597 2.38293 -2.06441
H 0.89406 1.21665 -1.68511
H -1.86073 1.20640 -0.78279
H -0.99110 -0.08282 -1.48974
H -1.44338 -1.60996 1.25704
H -1.00642 -0.41343 2.53794
H -2.35924 -0.18413 1.17125
H 0.72966 -1.36804 -1.73302
H 1.43350 -2.59810 -0.99525
H 0.72545 -1.62707 1.28981
H -0.69560 -3.19760 -1.40538
H 2.58607 -0.30595 0.98209


[6]
10
Properties=species:S:1:pos:R:3 method="wB97M-V/def2-TZVPD" de_lowest_kcal_mol=116.9 smiles="O=Nc1c[nH]cn1" max_force_ha_per_bohr=0.234 homo_lumo_gap_ev=8.057 e_lumo_ha=-0.0231
C -0.41331 0.65823 -0.46633
C 0.47284 0.74346 0.56251
C 0.13723 -1.41327 -0.11543
H 0.79577 1.34355 1.54504
H 1.42267 -0.87188 1.65313
H -0.01469 -2.57107 -0.24399
N -1.08187 1.61001 -0.87446
N 0.71555 -0.52856 0.89545
N -0.47820 -0.57448 -0.88148
O -1.55599 1.60403 -2.07444


[7]
57
Properties=species:S:1:pos:R:3 method="wB97M-V/def2-TZVPD" de_lowest_kcal_mol=28.2 smiles="Cc1ccc(C(=O)C2=C(O)C(=O)N(Cc3cccnc3)[C@H]2c2cccc(Oc3ccccc3)c2)o1" max_force_ha_per_bohr=0.029 homo_lumo_gap_ev=8.519 e_lumo_ha=-0.0030
C 0.24197 -3.14775 1.12961
C 1.47488 -2.32605 1.02214
C 2.72628 -2.62649 0.55690
C 3.50153 -1.46296 0.72175
C 2.66811 -0.51291 1.26237
C 2.98200 0.86968 1.63425
O 4.13620 1.22518 1.78417
C 1.84877 1.79303 1.77763
C 1.81769 2.95580 2.46739
O 2.70497 3.51861 3.27649
H 2.31254 4.34516 3.61274
C 0.50463 3.62607 2.25069
O 0.16131 4.67854 2.75717
N -0.18732 2.83786 1.40733
C -1.48969 3.14723 0.86367
C -2.36964 1.93137 0.91688
C -2.79687 1.40552 2.13173
C -3.54116 0.23830 2.13524
C -3.82195 -0.36578 0.91827
N -3.42560 0.12671 -0.24242
C -2.72274 1.24480 -0.23945
H -2.41996 1.61577 -1.21127
H -4.38988 -1.28530 0.86736
H -3.89094 -0.19535 3.05905
H -2.54281 1.90570 3.05563
H -1.89443 3.96313 1.47037
H -1.38864 3.49031 -0.17381
C 0.54235 1.64654 1.02802
C 0.77103 1.55791 -0.46381
C 0.49543 0.37748 -1.13410
C 0.76780 0.26365 -2.49248
C 1.28903 1.35610 -3.18255
C 1.54004 2.53707 -2.51238
C 1.29187 2.64312 -1.15444
H 1.51025 3.56020 -0.62839
H 1.94395 3.38045 -3.05119
H 1.49884 1.25339 -4.23521
O 0.62538 -0.89501 -3.19363
C -0.14772 -1.92331 -2.70246
C -1.44834 -1.72711 -2.25294
C -2.19879 -2.81187 -1.83686
C -1.66655 -4.08982 -1.87408
C -0.37473 -4.28314 -2.33540
C 0.38764 -3.20555 -2.74650
H 1.39474 -3.33813 -3.10972
H 0.04351 -5.27795 -2.37418
H -2.25787 -4.93306 -1.55041
H -3.20669 -2.64561 -1.48900
H -1.87677 -0.73719 -2.23277
H 0.08668 -0.46453 -0.59743
H -0.00576 0.75825 1.36490
O 1.43351 -1.04982 1.44649
H 4.53232 -1.31916 0.47253
H 3.04664 -3.56493 0.15354
H -0.08202 -3.20825 2.16806
H -0.56957 -2.70801 0.54937
H 0.43460 -4.14790 0.75513


[8]
20
Properties=species:S:1:pos:R:3 method="wB97M-V/def2-TZVPD" de_lowest_kcal_mol=66.7 smiles="C=CCCCN.O" max_force_ha_per_bohr=0.095 homo_lumo_gap_ev=9.712 e_lumo_ha=0.0211
C -1.55204 0.56072 0.23100
C -0.25308 0.81218 -0.54561
C 0.66414 -0.34649 -0.28114
C 2.61984 0.88395 -1.19303
C 2.03031 -0.26444 -1.05598
N -1.58601 1.14394 1.66198
H -2.39371 1.16197 -0.42514
H -1.87840 -0.45614 0.17259
H 0.33804 1.74331 -0.29024
H -0.65547 0.66728 -1.63172
H 0.84284 -0.44779 0.75761
H 0.28353 -1.34124 -0.74420
H 3.58541 0.91868 -1.66184
H 2.24179 1.78765 -0.80755
H 2.40650 -1.21149 -1.45670
H -1.17739 2.12921 1.58146
H -0.93513 0.56752 2.22777
H -1.61467 -2.28978 1.65760
H -1.42134 -3.48909 1.04622
O -1.54517 -2.52994 0.75694